Record 1
{
  "formula": "C3H3O2Sr",
  "method": "ωB97M-V with the def2-TZVPD basis set",
  "symbols": ["C", "C", "H", "H", "H", "O", "C", "Sr", "O"],
  "positions_angstrom": [[-2.25035, -1.66875, -0.33229], [-0.95516, -0.92255, -0.27808], [-2.17916, -2.70004, 0.04443], [-3.04278, -1.09871, 0.17875], [-2.48371, -1.65286, -1.41657], [0.20280, -1.54180, -0.31188], [2.50099, 0.32797, -0.12488], [-0.72094, 1.59751, 0.00416], [1.80906, 1.15928, 0.24821]],
  "total_energy_ev": -8081.4256,
  "gap_ev": 5.98,
  "lumo_ev": -5.19,
  "total_charge": 1,
  "largest_force_ha_per_bohr": 0.1031,
  "de_lowest_kcal_mol": 24.4
}


Record 2
{
  "formula": "C3H3O2Yb",
  "method": "ωB97M-V with the def2-TZVPD basis set",
  "symbols": ["C", "C", "H", "H", "H", "O", "C", "O", "Yb"],
  "positions_angstrom": [[1.02847, 0.14447, -0.52965], [0.66500, -0.55501, 0.75752], [0.72536, -1.65212, 0.78334], [1.87255, 0.10912, -1.20893], [1.03255, -0.12413, 1.69933], [-1.20069, 1.09105, -1.30476], [-0.29222, 0.47774, -0.66291], [-0.73201, -0.14721, 0.54056], [-3.09901, 0.65610, -0.07450]],
  "total_energy_ev": -38773.6759,
  "gap_ev": [6.35, 5.54],
  "spin_multiplicity": 3,
  "lumo_ev": [-3.09, -7.24],
  "total_charge": 1,
  "largest_force_ha_per_bohr": 0.1304,
  "de_lowest_kcal_mol": 12.9
}


Record 3
{
  "formula": "C3H3O3",
  "method": "ωB97M-V with the def2-TZVPD basis set",
  "symbols": ["C", "C", "C", "O", "O", "O", "H", "H", "H"],
  "positions_angstrom": [[0.11360, 1.09938, 0.18417], [0.30791, -1.93840, 1.88948], [-0.34127, 0.59728, -1.20629], [0.20892, -1.26129, 2.83322], [0.39879, 2.34113, 0.10293], [0.50813, -2.48960, 0.88544], [-0.10905, 1.44954, -1.86583], [-1.33449, 0.37970, -1.18134], [0.24746, -0.17774, -1.64179]],
  "total_energy_ev": -9301.1477,
  "gap_ev": 4.70,
  "lumo_ev": 3.47,
  "total_charge": -1,
  "largest_force_ha_per_bohr": 0.0696,
  "de_lowest_kcal_mol": 58.3
}


Record 4
{
  "formula": "C3H3O3",
  "method": "ωB97M-V with the def2-TZVPD basis set",
  "symbols": ["C", "O", "C", "C", "O", "O", "H", "H", "H"],
  "positions_angstrom": [[-1.30943, 0.53284, -0.23346], [0.65850, -1.27816, -0.24947], [1.02178, -0.09670, -0.09349], [-1.94522, -0.55350, 0.24594], [-0.01149, 0.83671, 0.11421], [2.14799, 0.36330, 0.12813], [-1.59795, 0.96545, -1.19744], [-1.75182, -0.92087, 1.25628], [-2.71046, -1.03183, -0.36626]],
  "smiles": "C=COC(=O)[O-]",
  "total_energy_ev": -9302.4990,
  "gap_ev": 8.34,
  "lumo_ev": 4.39,
  "total_charge": -1,
  "largest_force_ha_per_bohr": 0.0602,
  "de_lowest_kcal_mol": 27.1
}


Record 5
{
  "formula": "C3H3O3Pd",
  "method": "ωB97M-V with the def2-TZVPD basis set",
  "symbols": ["O", "O", "C", "O", "C", "H", "C", "H", "H", "Pd"],
  "positions_angstrom": [[0.65283, -0.91862, 2.12098], [-0.41582, -0.93026, -1.95214], [-0.58098, -0.04747, -1.08360], [0.54843, 0.40126, -0.52924], [0.25093, 1.00287, 0.71771], [0.63569, 2.03245, 0.71325], [0.79819, 0.26846, 1.91120], [-0.82658, 1.02145, 1.07805], [1.48138, 0.89095, 2.53230], [-2.08341, -0.37704, -1.73060]],
  "total_energy_ev": -12772.0239,
  "gap_ev": [6.16, 6.71],
  "spin_multiplicity": 4,
  "lumo_ev": [-0.33, -2.65],
  "largest_force_ha_per_bohr": 0.3184,
  "de_lowest_kcal_mol": 0.0
}


Record 6
{
  "formula": "C3H3O3S",
  "method": "ωB97M-V with the def2-TZVPD basis set",
  "symbols": ["C", "C", "C", "O", "O", "O", "S", "H", "H", "H"],
  "positions_angstrom": [[-0.81572, -0.39264, 0.10238], [-1.31509, -0.23248, 1.26969], [0.18965, 0.05839, -0.91884], [-3.63965, 0.87844, 1.99150], [-3.07259, -1.29508, 3.02136], [-1.04883, -0.69094, -1.23445], [-3.32482, -0.53636, 1.79485], [-0.84528, 0.18183, 2.04027], [0.35976, 1.06302, -1.17130], [0.96202, -0.63144, -1.16457]],
  "total_energy_ev": -20134.9655,
  "gap_ev": 7.04,
  "lumo_ev": 3.83,
  "total_charge": -1,
  "largest_force_ha_per_bohr": 0.1064,
  "de_lowest_kcal_mol": 80.9
}


Record 7
{
  "formula": "C3H3O3S",
  "method": "ωB97M-V with the def2-TZVPD basis set",
  "symbols": ["C", "C", "C", "O", "O", "O", "S", "H", "H", "H"],
  "positions_angstrom": [[-1.17478, -1.23639, -0.60820], [-0.28676, 1.13371, 0.54141], [-0.12526, -0.14094, -0.13569], [-0.80674, -2.02213, -1.43299], [-2.22070, -0.98817, 0.04212], [-0.04050, 1.03605, -0.80057], [2.77903, -0.88172, 0.78248], [-1.29383, 1.46447, 0.89793], [0.50923, 1.77043, 1.05520], [2.66032, -0.13530, -0.34168]],
  "total_energy_ev": -20134.9038,
  "gap_ev": [7.07, 5.97],
  "lumo_ev": [2.75, 2.15],
  "total_charge": -1,
  "largest_force_ha_per_bohr": 0.0896,
  "de_lowest_kcal_mol": 82.3
}


Record 8
{
  "formula": "C3H3O4",
  "method": "ωB97M-V with the def2-TZVPD basis set",
  "symbols": ["C", "C", "C", "O", "O", "O", "O", "H", "H", "H"],
  "positions_angstrom": [[1.66782, 0.80478, 0.01089], [0.66710, -0.46356, -0.12578], [-1.81271, 0.07772, 0.01794], [1.98567, 0.96146, 1.18286], [1.92214, 1.30527, -1.03623], [0.98110, -1.64763, 0.54010], [0.70000, -1.55559, -0.86944], [-1.42098, 0.52265, 0.99322], [-2.60250, -0.74371, 0.15107], [-2.08764, 0.73862, -0.86462]],
  "total_energy_ev": -11344.0334,
  "gap_ev": [7.43, 8.40],
  "lumo_ev": [3.90, 4.17],
  "total_charge": -1,
  "largest_force_ha_per_bohr": 0.0649,
  "de_lowest_kcal_mol": 152.6
}